No. 1
The following is a DFT calculation (ωB97M-V/def2-TZVPD) of C43H36N3O4S2V as an isolated structure in a non-equilibrium geometry.

XYZ file:
```
89
Properties=species:S:1:pos:R:3:mulliken_spin:R:1
V 1.35 0.06 1.45 1.132
C 2.05 -4.74 0.92 -0.002
O 0.71 -4.36 0.52 0.000
C 0.44 -3.14 0.16 -0.006
O 1.05 -0.72 -0.90 0.027
N -0.82 -2.85 0.16 0.007
N -1.47 -1.64 -0.06 0.005
H 2.06 -5.82 0.93 0.000
H 2.25 -4.36 1.92 0.000
H 2.79 -4.37 0.21 0.000
H -1.44 -3.59 0.48 0.001
H -2.39 -1.80 -0.44 -0.001
H -0.92 -1.02 -0.63 0.007
C 7.00 5.24 1.73 0.000
C 5.97 4.26 1.27 0.001
C 5.56 3.21 2.10 0.009
C 4.61 2.31 1.67 0.030
C 4.02 2.48 0.41 -0.045
C 4.42 3.51 -0.44 -0.002
C 5.38 4.39 0.01 0.000
S 2.89 1.20 -0.02 0.010
O 1.49 1.60 0.55 -0.062
C 2.74 1.19 -1.79 0.000
C 1.99 2.13 -2.50 0.002
C 1.89 1.98 -3.86 0.000
C 2.51 0.90 -4.52 0.000
C 2.44 0.76 -5.92 0.000
C 3.05 -0.29 -6.55 0.000
C 3.74 -1.27 -5.81 0.000
C 3.83 -1.17 -4.45 0.000
C 3.23 -0.08 -3.77 0.002
C 3.34 0.08 -2.37 0.002
C 4.15 -0.79 -1.46 0.007
C 5.55 -0.49 -1.36 0.001
C 6.18 0.42 -2.24 -0.001
C 7.50 0.74 -2.08 0.001
C 8.26 0.17 -1.04 0.000
C 7.68 -0.72 -0.18 0.000
C 6.32 -1.07 -0.31 0.001
C 5.70 -1.95 0.60 -0.003
C 4.37 -2.25 0.49 -0.004
C 3.61 -1.67 -0.54 0.010
S 1.78 -1.94 -0.54 -0.015
O 1.79 -1.49 1.20 -0.056
C 1.71 -2.89 -2.09 -0.001
C 2.73 -3.77 -2.42 0.000
C 2.65 -4.49 -3.60 0.000
C 1.56 -4.34 -4.46 0.000
C 1.46 -5.12 -5.73 0.000
C 0.55 -3.43 -4.11 0.000
C 0.61 -2.72 -2.92 -0.001
H 7.31 5.05 2.75 0.000
H 6.62 6.26 1.66 0.000
H 7.89 5.19 1.09 0.000
H 6.01 3.08 3.07 0.000
H 4.31 1.47 2.29 0.020
H 3.98 3.62 -1.42 0.000
H 5.69 5.20 -0.64 0.000
H 1.50 2.95 -1.98 0.000
H 1.33 2.70 -4.44 0.000
H 1.90 1.51 -6.50 0.000
H 3.00 -0.37 -7.63 0.000
H 4.20 -2.10 -6.32 0.000
H 4.37 -1.92 -3.88 0.000
H 5.62 0.87 -3.04 0.000
H 7.97 1.42 -2.77 0.000
H 9.30 0.43 -0.94 0.000
H 8.27 -1.17 0.62 0.000
H 6.29 -2.39 1.39 0.000
H 3.91 -2.92 1.20 0.004
H 3.60 -3.89 -1.78 0.001
H 3.44 -5.19 -3.87 0.000
H 2.26 -5.85 -5.82 0.000
H 1.50 -4.46 -6.60 0.000
H 0.50 -5.64 -5.78 0.000
H -0.29 -3.29 -4.77 0.000
H -0.16 -2.01 -2.67 0.000
N -0.40 0.52 8.15 0.005
C -0.32 0.41 7.01 -0.003
C -0.20 0.26 5.59 0.014
C -0.91 -0.76 4.93 -0.011
C -0.78 -0.93 3.57 0.013
C 0.06 -0.09 2.86 -0.046
C 0.72 0.97 3.50 -0.029
C 0.61 1.14 4.87 -0.009
H -1.54 -1.42 5.51 0.000
H -1.32 -1.73 3.07 -0.001
H 1.23 1.77 2.94 -0.012
H 1.10 1.96 5.38 0.000
```

The expectation value of S² is 0.7662. The LUMO energy (spin up / spin down) comes out at -9.87 / -9.74 eV. The value obtained for the max |F| is 3.2 eV/Å. Its spin multiplicity is 2. The net charge is +3.

---

No. 2
The following is a DFT calculation (ωB97M-V/def2-TZVPD) of C43H37Br2CrN3OP2S2Te as an isolated structure.

XYZ file:
```
92
Properties=species:S:1:pos:R:3:mulliken_spin:R:1
Cr 0.43 0.05 0.12 3.152
S 0.80 2.48 -2.65 0.022
C 1.60 1.07 -2.54 0.030
N 1.63 0.15 -1.51 -0.142
C 2.72 -0.73 -1.65 -0.020
C 3.24 -1.57 -0.67 0.018
C 4.38 -2.32 -0.93 -0.011
C 4.99 -2.28 -2.17 0.005
C 4.49 -1.44 -3.16 -0.001
C 3.38 -0.66 -2.88 -0.009
S 2.67 0.59 -3.85 -0.002
H 2.79 -1.62 0.32 0.032
H 4.78 -2.96 -0.15 0.000
H 5.87 -2.87 -2.37 0.000
H 4.97 -1.37 -4.13 0.000
C -1.78 -2.32 -3.02 -0.007
N -1.40 -1.95 -1.65 -0.019
P 0.05 -2.48 -0.87 0.128
C 0.54 -3.96 -1.83 0.002
C -0.36 -5.03 -1.94 -0.003
C 0.00 -6.18 -2.60 -0.001
C 1.28 -6.29 -3.16 0.000
C 2.17 -5.24 -3.06 -0.001
C 1.80 -4.07 -2.40 0.005
C -0.53 -3.31 0.65 -0.040
C 0.46 -3.54 1.61 0.021
C 0.15 -4.22 2.78 0.008
C -1.15 -4.65 3.01 0.001
C -2.14 -4.41 2.06 0.002
C -1.82 -3.76 0.88 -0.001
P -1.83 -0.46 -0.94 0.022
C -3.50 -0.76 -0.27 -0.013
C -3.70 -1.15 1.05 -0.005
C -4.97 -1.46 1.50 -0.001
C -6.06 -1.39 0.64 0.000
C -5.86 -0.99 -0.68 -0.001
C -4.60 -0.66 -1.13 -0.002
C -2.22 0.86 -2.11 -0.020
C -2.64 2.02 -1.45 -0.020
C -3.05 3.13 -2.16 0.000
C -3.05 3.09 -3.55 -0.001
C -2.63 1.95 -4.21 0.000
C -2.20 0.84 -3.50 -0.001
H -1.78 -3.40 -3.13 0.000
H -1.10 -1.90 -3.76 0.001
H -2.79 -1.97 -3.21 0.000
H -1.35 -4.96 -1.50 0.000
H -0.70 -7.00 -2.68 0.000
H 1.56 -7.20 -3.67 0.000
H 3.15 -5.32 -3.49 0.000
H 2.49 -3.25 -2.34 0.001
H 1.47 -3.19 1.45 -0.014
H 0.92 -4.40 3.52 0.000
H -1.40 -5.17 3.93 0.000
H -3.15 -4.75 2.24 0.000
H -2.60 -3.56 0.14 -0.001
H -2.87 -1.21 1.73 0.009
H -5.12 -1.76 2.53 0.000
H -7.05 -1.63 0.99 0.000
H -6.71 -0.92 -1.35 0.000
H -4.47 -0.32 -2.15 0.000
H -2.64 2.06 -0.36 -0.002
H -3.36 4.02 -1.64 0.000
H -3.38 3.95 -4.12 0.000
H -2.60 1.93 -5.30 0.000
H -1.85 -0.02 -4.04 0.001
Br 0.46 4.96 0.82 0.002
C -0.21 3.65 1.98 0.010
C -0.73 4.01 3.24 -0.008
C -1.19 3.07 4.11 0.016
Br -1.90 3.61 5.77 0.001
C -1.13 1.69 3.78 0.001
C -1.57 0.63 4.60 0.009
C -1.46 -0.66 4.15 -0.006
C -0.91 -0.90 2.88 -0.021
N -0.48 0.05 2.09 -0.096
C -0.60 1.35 2.52 0.076
C -0.16 2.33 1.60 0.006
O 0.32 1.90 0.44 -0.063
H -0.77 5.06 3.50 0.000
H -1.98 0.84 5.58 0.001
H -1.78 -1.50 4.75 0.001
H -0.80 -1.93 2.53 0.051
C 4.93 0.22 1.50 0.002
Te 3.09 1.23 1.16 -0.095
C 2.89 1.75 3.21 0.001
H 4.80 -0.62 2.18 -0.001
H 5.62 0.94 1.93 -0.003
H 5.31 -0.13 0.55 0.000
H 3.63 2.50 3.44 -0.004
H 3.03 0.86 3.82 -0.001
H 1.89 2.16 3.38 0.000
```

The expectation value of S² is 3.8340. The LUMO energy (spin up / spin down) comes out at -3.93 / -3.21 eV. The value obtained for the max |F| is 0.8 eV/Å. The energy relative to the best compared isomer or geometry (same formula, charge and spin) comes out at 55.10 kcal/mol. Its spin multiplicity is 4. The net charge is +1.

---

No. 3
The following is a DFT calculation (ωB97M-V/def2-TZVPD) of C43H37CaN3OP2S2 as an isolated structure in a non-equilibrium geometry.

XYZ file:
```
89
Properties=species:S:1:pos:R:3:lowdin_charge:R:1
Ca 1.18 0.77 -1.22 0.959
S 0.74 2.99 0.44 0.143
P 0.21 1.44 1.68 0.344
C 0.28 -0.15 1.11 -0.633
P 1.46 -1.33 1.37 0.330
S 3.19 -1.08 0.34 0.179
C 1.85 -1.40 3.19 -0.346
C 1.07 -2.15 4.08 -0.115
C 1.43 -2.36 5.43 -0.108
C 2.71 -2.01 5.87 -0.123
C 3.54 -1.43 4.92 -0.120
C 3.14 -1.14 3.62 -0.125
C 0.73 -3.01 1.11 -0.310
C 1.45 -4.15 1.46 -0.117
C 0.95 -5.44 1.42 -0.111
C -0.27 -5.66 0.85 -0.111
C -0.98 -4.58 0.34 -0.096
C -0.53 -3.29 0.52 -0.084
C 0.89 1.70 3.34 -0.351
C 2.04 2.48 3.60 -0.102
C 2.48 2.72 4.88 -0.107
C 1.87 2.04 5.94 -0.107
C 0.75 1.22 5.72 -0.094
C 0.27 1.05 4.41 -0.113
C -1.58 1.80 2.01 -0.352
C -1.91 2.85 2.85 -0.123
C -3.19 3.22 3.16 -0.087
C -4.24 2.54 2.47 -0.120
C -3.94 1.47 1.68 -0.101
C -2.59 1.11 1.40 -0.085
H 0.12 -2.53 3.68 0.108
H 0.62 -2.82 6.09 0.110
H 3.04 -2.21 6.92 0.104
H 4.52 -1.12 5.27 0.092
H 3.83 -0.63 2.86 0.073
H 2.43 -3.98 1.90 0.106
H 1.49 -6.22 1.92 0.092
H -0.70 -6.65 0.88 0.088
H -1.93 -4.78 -0.17 0.101
H -1.13 -2.50 0.15 0.082
H 2.63 2.92 2.80 0.090
H 3.31 3.36 5.02 0.081
H 2.14 2.22 7.00 0.093
H 0.19 0.74 6.58 0.116
H -0.47 0.27 4.14 0.119
H -1.12 3.37 3.41 0.110
H -3.34 3.90 3.96 0.082
H -5.28 2.82 2.61 0.089
H -4.80 0.91 1.26 0.106
H -2.42 0.18 0.95 0.073
N 3.35 0.21 -4.64 0.180
C 2.66 0.94 -3.70 -0.579
O 2.97 0.81 -2.51 -0.185
C 1.75 1.98 -4.13 -0.284
C 0.40 1.83 -3.42 -0.284
H 3.78 -0.67 -4.35 0.107
H 2.99 0.12 -5.62 0.115
H 1.74 2.09 -5.19 0.082
H 2.25 2.95 -3.78 0.138
H -0.25 1.18 -3.98 -0.024
H 0.06 2.84 -3.37 -0.029
N -5.65 0.27 -3.70 0.132
C -5.20 1.18 -3.13 -0.190
C -4.67 2.30 -2.39 -0.240
C -3.29 2.33 -2.04 0.004
C -2.87 3.34 -1.17 -0.065
C -3.71 4.36 -0.79 -0.080
C -5.04 4.35 -1.16 -0.077
C -5.56 3.26 -1.90 -0.043
H -2.65 1.58 -2.47 0.113
H -1.79 3.33 -0.94 0.071
H -3.34 5.19 -0.22 0.104
H -5.72 5.09 -0.80 0.082
H -6.62 3.10 -2.06 0.104
C 0.39 -1.59 -2.73 -0.090
C 0.77 -1.91 -3.99 -0.390
C 1.85 -2.78 -4.29 -0.097
C 2.30 -3.04 -5.56 -0.098
C 1.84 -2.28 -6.67 -0.313
C 0.65 -1.45 -6.41 -0.062
C 0.11 -1.37 -5.16 -0.081
C 2.36 -2.39 -7.95 -0.302
N 2.88 -2.34 -8.98 0.066
H 0.99 -2.08 -1.94 0.041
H -0.59 -1.18 -2.55 0.045
H 2.17 -3.38 -3.44 0.103
H 3.15 -3.74 -5.74 0.112
H 0.24 -1.02 -7.29 0.085
H -0.84 -0.83 -5.06 0.103
```

The LUMO energy (spin up / spin down) comes out at 4.00 / 4.00 eV. The value obtained for the max |F| is 2.7 eV/Å. The energy relative to the best compared isomer or geometry (same formula, charge and spin) comes out at 0.00 kcal/mol. The net charge is -2.

---

No. 4
The following is a DFT calculation (ωB97M-V/def2-TZVPD) of C43H38BBrClHoN3O6P as an isolated structure in a non-equilibrium geometry.

XYZ file:
```
95
Properties=species:S:1:pos:R:3:mulliken_spin:R:1
Ho 1.43 0.14 -1.43 3.060
Br 3.41 1.57 1.14 0.002
C 4.34 0.80 -0.44 -0.025
C 5.70 0.50 -0.32 0.006
C 6.31 -0.04 -1.46 -0.009
C 5.61 -0.11 -2.68 0.004
C 4.29 0.27 -2.64 -0.007
N 3.64 0.69 -1.52 -0.002
C 3.30 0.16 -3.87 0.002
O 3.83 -0.06 -4.93 -0.001
O 2.08 0.29 -3.49 -0.011
H 6.28 0.53 0.61 0.000
H 7.34 -0.41 -1.39 -0.001
H 6.01 -0.39 -3.67 0.000
Cl -1.58 1.40 1.86 0.003
C -0.63 2.75 2.40 -0.001
C -0.63 3.01 3.75 -0.001
C -0.08 4.17 4.25 0.000
C 0.59 5.01 3.39 0.000
C 0.45 4.85 2.01 0.000
C 0.05 3.60 1.45 0.000
P 0.23 3.18 -0.31 -0.001
C -1.25 4.01 -1.08 -0.001
C -2.48 3.43 -0.81 0.002
C -3.61 3.87 -1.44 0.000
C -3.64 5.03 -2.18 0.000
C -2.42 5.67 -2.38 0.000
C -1.24 5.24 -1.79 0.001
C 1.54 4.26 -1.07 0.005
C 1.57 4.53 -2.46 -0.004
C 2.50 5.45 -2.98 0.000
C 3.45 6.09 -2.15 0.000
C 3.44 5.75 -0.82 0.000
C 2.63 4.75 -0.29 0.000
H -1.06 2.28 4.41 0.000
H -0.14 4.45 5.30 0.000
H 1.24 5.82 3.76 0.000
H 0.66 5.69 1.33 0.000
H -2.51 2.62 -0.06 -0.001
H -4.54 3.33 -1.31 0.000
H -4.54 5.44 -2.56 0.000
H -2.37 6.58 -3.06 0.000
H -0.36 5.91 -1.77 0.000
H 0.98 3.94 -3.11 0.000
H 2.47 5.75 -4.04 0.000
H 4.15 6.80 -2.59 0.000
H 4.12 6.21 -0.12 0.000
H 2.86 4.32 0.69 0.000
C 1.78 -1.74 3.02 0.110
C 1.47 -0.95 1.93 -0.032
N 1.51 -1.38 0.65 0.152
C 1.70 -2.69 0.41 0.039
C 2.08 -3.61 1.46 -0.006
C 2.08 -3.09 2.78 0.129
C 2.15 -5.00 1.16 -0.008
C 1.88 -5.44 -0.09 -0.038
C 1.52 -4.55 -1.17 0.000
C 1.38 -5.02 -2.47 0.102
C 1.00 -4.11 -3.45 0.118
C 0.80 -2.76 -3.11 0.000
N 1.25 -2.23 -1.93 0.186
C 1.45 -3.16 -0.91 0.172
H 1.71 -1.31 4.05 0.009
H 1.21 0.10 2.05 0.011
H 2.31 -3.72 3.64 0.012
H 2.43 -5.66 2.01 0.001
H 1.77 -6.50 -0.23 -0.002
H 1.51 -6.09 -2.65 0.007
H 0.82 -4.47 -4.46 0.012
H 0.43 -2.05 -3.86 0.008
O -3.02 -1.18 -0.92 0.005
C -2.10 -0.21 -1.00 -0.012
O -0.92 -0.24 -1.35 -0.003
H -2.57 0.77 -1.00 -0.001
C -5.18 -5.38 0.75 0.000
C -4.06 -4.30 0.95 0.003
C -2.74 -4.93 1.16 -0.008
O -3.97 -3.48 -0.31 0.003
B -3.52 -2.23 0.05 -0.002
O -3.83 -1.83 1.43 0.002
C -4.35 -3.17 2.11 0.000
C -5.89 -3.07 2.36 0.000
C -3.49 -3.28 3.31 -0.001
H -4.94 -5.84 -0.23 0.000
H -6.14 -4.94 0.59 0.000
H -5.23 -6.10 1.61 0.000
H -2.40 -5.30 0.14 0.001
H -2.78 -5.85 1.77 0.000
H -1.92 -4.26 1.45 0.007
H -6.37 -2.74 1.43 0.000
H -6.11 -2.29 3.12 0.000
H -6.32 -4.02 2.72 0.000
H -2.39 -3.39 3.09 0.002
H -3.79 -4.10 3.99 0.000
H -3.62 -2.35 3.86 0.000
```

The expectation value of S² is 6.0364. The LUMO energy (spin up / spin down) comes out at 0.16 / 0.16 eV. The value obtained for the max |F| is 3.7 eV/Å. Its spin multiplicity is 5.